The following is a quantum chemistry calculation of a molecular structure, C8H6CaNO5 at a distorted geometry, from OMol25.

```
21
Properties=species:S:1:pos:R:3:forces:R:3:mulliken_charge:R:1
O 0.9279 -1.3351 -3.8891 -0.08 2.19 2.56 -0.059
C 0.8864 -0.6249 -2.9911 0.11 -2.69 -3.05 -0.004
Ca 0.6619 0.8314 -0.9221 1.02 1.46 -0.37 1.812
C 0.8201 2.9411 0.5066 -0.33 1.72 2.47 0.045
O 0.8360 3.8573 1.1968 0.18 -1.93 -2.10 -0.114
C 1.7565 2.8712 -2.1821 -1.13 -1.07 2.22 -0.045
O 2.2143 3.9627 -2.2264 0.30 -0.01 -1.02 -0.368
C -1.1272 2.1200 -2.0592 -3.04 1.94 -1.65 0.057
O -2.0071 2.6878 -2.5262 2.64 -1.54 1.33 -0.099
C 3.1830 0.7052 -0.5185 3.79 -0.37 0.87 0.024
O 4.3033 0.6210 -0.2853 -3.41 0.40 -0.78 -0.082
H 1.6840 2.0965 -3.0664 0.44 0.41 -0.95 0.027
C -1.3450 -2.7167 3.0419 0.17 0.13 0.03 -1.066
C -1.9905 -2.3502 1.6780 -0.50 -0.81 0.50 -0.203
C -1.2945 -1.3637 0.8704 0.93 1.53 -0.82 0.151
N -0.7647 -0.5337 0.2459 -1.34 -2.10 1.53 -0.614
H -0.3565 -3.1813 2.9187 -0.21 0.44 0.01 0.326
H -1.9582 -3.4714 3.5332 -0.17 0.02 -0.22 0.327
H -1.3191 -1.8640 3.7347 0.25 -0.18 -0.39 0.332
H -2.0986 -3.2774 1.0902 0.08 0.43 -0.02 0.278
H -3.0123 -1.9757 1.8502 0.31 0.01 -0.16 0.278
```
Forces are in eV/Å.

For the HOMO energy, the calculation gives -0.356 Ha. As for the spin multiplicity: 1. For the energy above the lowest of the compared OMol25 structures with the same formula, charge and spin, the calculation gives 0.0 kcal per mole. The total energy is -1416.72762 Eh. As for the HOMO-LUMO gap: 0.193 Eh. Its net charge is +1.